Entry from OMol25: 8 unconnected molecules or ions with the total composition C48H120N8O16 in a non-equilibrium geometry (the ωB97M-V functional and the def2-TZVPD basis).

Values from the calculation:
LUMO energy = 0.6 eV
E_HOMO = -8.299 eV
Frontier orbital gap = 8.9 eV
Molecular weight = 1065.5 g/mol
ΔE to the lowest compared entry with this formula, charge and spin = 10.580 eV
Charge = 0
Largest force on an atom = 0.071 hartree/bohr
Multiplicity = 1
SMILES = COCCNCCOC.COCCNCCOC.COCCNCCOC.COCCNCCOC.COCCNCCOC.COCCNCCOC.COCCNCCOC.COCCNCCOC
E = -3541.9790 Ha

Geometry (Å):
C  -25.958  28.597  -0.024
O  -26.699  29.839  -0.265
C  -27.487  30.280  0.849
C  -27.474  31.889  0.863
N  -26.703  32.579  1.885
C  -26.778  32.166  3.270
C  -28.153  32.404  3.789
O  -28.922  31.227  4.060
C  -30.136  31.534  4.806
H  -25.525  28.339  -0.990
H  -26.562  27.820  0.444
H  -25.099  28.871  0.589
H  -27.098  29.790  1.742
H  -28.491  29.860  0.785
H  -28.455  32.349  0.741
H  -26.934  32.169  -0.041
H  -25.788  32.575  1.456
H  -26.100  32.716  3.922
H  -26.526  31.110  3.372
H  -28.704  33.166  3.239
H  -28.068  32.814  4.795
H  -30.130  31.567  5.895
H  -31.000  31.141  4.270
H  -30.486  32.542  4.582
C  -33.851  25.777  -7.537
O  -33.681  24.505  -8.163
C  -33.163  24.707  -9.448
C  -32.825  23.228  -9.752
N  -32.128  22.547  -8.655
C  -30.793  23.039  -8.450
C  -30.206  22.670  -7.100
O  -30.247  23.874  -6.258
C  -31.309  23.971  -5.258
H  -34.431  25.736  -6.615
H  -34.427  26.507  -8.106
H  -32.979  26.341  -7.207
H  -32.418  25.499  -9.374
H  -34.021  24.999  -10.054
H  -32.146  23.124  -10.598
H  -33.672  22.564  -9.923
H  -32.621  22.772  -7.803
H  -30.800  24.125  -8.549
H  -30.111  22.715  -9.235
H  -29.173  22.374  -7.283
H  -30.793  21.838  -6.710
H  -32.361  23.823  -5.502
H  -31.167  24.783  -4.545
H  -31.102  23.164  -4.555
C  -11.996  6.530  -7.772
O  -12.804  6.685  -8.911
C  -13.516  5.488  -9.161
C  -14.808  5.109  -8.344
N  -14.829  5.554  -6.955
C  -16.116  5.442  -6.149
C  -15.822  6.109  -4.767
O  -15.849  7.516  -4.720
C  -17.143  8.056  -4.772
H  -11.227  7.297  -7.686
H  -11.388  5.626  -7.725
H  -12.596  6.602  -6.865
H  -12.861  4.625  -9.277
H  -13.868  5.624  -10.184
H  -14.861  4.025  -8.438
H  -15.667  5.463  -8.913
H  -14.520  6.512  -6.875
H  -16.340  4.396  -5.937
H  -16.908  5.988  -6.661
H  -14.822  5.791  -4.471
H  -16.548  5.754  -4.036
H  -17.745  7.677  -3.946
H  -17.615  7.818  -5.725
H  -17.169  9.140  -4.658
C  -16.838  25.339  6.241
O  -16.317  26.479  6.966
C  -16.482  26.272  8.322
C  -15.213  26.609  9.089
N  -15.168  26.319  10.551
C  -16.123  26.910  11.421
C  -15.686  26.902  12.919
O  -16.700  26.302  13.663
C  -16.452  26.245  14.982
H  -17.877  25.216  6.547
H  -16.165  24.514  6.473
H  -16.768  25.543  5.172
H  -16.636  25.238  8.629
H  -17.276  26.910  8.709
H  -15.227  27.698  9.146
H  -14.336  26.375  8.487
H  -14.935  25.415  10.936
H  -17.073  26.378  11.388
H  -16.422  27.907  11.097
H  -15.306  27.881  13.212
H  -14.779  26.319  13.078
H  -15.568  25.669  15.256
H  -17.233  25.815  15.609
H  -16.270  27.240  15.391
C  -20.863  17.107  -8.440
O  -21.146  17.119  -7.067
C  -20.011  16.776  -6.197
C  -19.269  18.018  -5.671
N  -20.259  18.937  -4.997
C  -19.768  20.189  -4.639
C  -20.607  20.928  -3.709
O  -21.516  21.754  -4.360
C  -22.829  21.181  -4.721
H  -20.249  17.973  -8.689
H  -21.731  17.099  -9.101
H  -20.354  16.156  -8.596
H  -19.223  16.267  -6.752
H  -20.375  16.213  -5.337
H  -18.700  18.569  -6.421
H  -18.442  17.714  -5.029
H  -21.065  18.941  -5.606
H  -19.521  20.813  -5.498
H  -18.855  19.980  -4.083
H  -20.067  21.653  -3.100
H  -21.190  20.324  -3.015
H  -23.398  20.909  -3.832
H  -22.671  20.226  -5.222
H  -23.372  21.935  -5.291
C  -25.317  15.812  2.199
O  -26.537  15.863  2.951
C  -26.844  14.628  3.549
C  -28.155  14.819  4.273
N  -28.749  13.446  4.667
C  -30.083  13.373  5.211
C  -30.321  14.291  6.338
O  -31.373  13.994  7.140
C  -32.686  13.809  6.596
H  -25.404  15.196  1.304
H  -24.494  15.614  2.886
H  -25.383  16.809  1.764
H  -26.071  14.234  4.209
H  -27.172  13.923  2.785
H  -28.853  15.483  3.764
H  -28.070  15.398  5.193
H  -28.524  12.616  4.137
H  -30.278  12.336  5.484
H  -30.829  13.585  4.446
H  -30.500  15.304  5.978
H  -29.459  14.498  6.973
H  -33.115  14.672  6.087
H  -33.406  13.670  7.402
H  -32.808  12.945  5.942
C  -31.375  15.062  -14.043
O  -30.884  15.199  -12.785
C  -31.378  16.332  -12.178
C  -31.025  16.440  -10.621
N  -29.738  16.944  -10.291
C  -28.510  16.587  -11.072
C  -27.851  17.758  -11.852
O  -26.992  18.571  -11.149
C  -26.195  19.403  -12.047
H  -30.842  14.205  -14.455
H  -30.973  15.901  -14.612
H  -32.391  14.757  -14.291
H  -32.440  16.094  -12.247
H  -31.132  17.261  -12.692
H  -31.118  15.427  -10.228
H  -31.745  17.030  -10.053
H  -29.904  17.939  -10.231
H  -28.706  15.731  -11.718
H  -27.706  16.246  -10.420
H  -28.715  18.295  -12.244
H  -27.359  17.216  -12.659
H  -26.852  19.857  -12.789
H  -25.291  18.997  -12.500
H  -25.830  20.173  -11.366
C  -20.350  8.003  -12.664
O  -19.222  7.518  -13.410
C  -18.623  8.476  -14.292
C  -19.138  8.355  -15.754
N  -18.957  6.995  -16.275
C  -20.071  6.576  -17.203
C  -21.493  6.609  -16.485
O  -22.250  7.806  -16.639
C  -23.558  7.862  -16.091
H  -21.314  7.846  -13.148
H  -20.083  8.998  -12.310
H  -20.640  7.328  -11.858
H  -17.534  8.444  -14.253
H  -18.841  9.516  -14.049
H  -18.475  9.006  -16.325
H  -20.160  8.708  -15.896
H  -18.826  6.318  -15.536
H  -19.980  5.554  -17.569
H  -20.189  7.175  -18.105
H  -21.271  6.240  -15.484
H  -22.013  5.700  -16.789
H  -24.205  8.639  -16.499
H  -23.676  7.973  -15.013
H  -24.054  6.964  -16.460